Entry 1:
Formula: C2H3NO2
Source: the OMol25 dataset
Level of theory: ωB97M-V with the def2-TZVPD basis set

```
! RIJCOSX wB97M-V def2-TZVPD def2/J DEFGRID3
* xyz 0 1
C -0.37 0.33 -0.06
C 0.98 -0.06 0.15
N 3.93 -0.54 -0.31
O 4.62 0.16 0.23
O 1.95 0.71 -0.14
H -1.17 -0.41 0.25
H -0.51 1.32 -0.59
H 0.99 -1.12 0.50
*
```

Output
Strongest force on any atom = 2.9 eV/A
Molar mass = 73.05 u
Kohn-Sham gap (alpha / beta) = 11.2 / 5.6 eV
Energy relative to the best compared isomer or geometry (same formula, charge and spin) = 482.5 kJ/mol
Lowest unoccupied orbital energy (alpha / beta) = 1.017 / -1.905 eV

Entry 2:
Formula: CH3O2S2
Source: the OMol25 dataset
Level of theory: ωB97M-V with the def2-TZVPD basis set

```
! RIJCOSX wB97M-V def2-TZVPD def2/J DEFGRID3
* xyz -1 1
C -0.93 -0.23 -0.08
O 0.62 2.03 0.48
O 1.79 -0.10 0.25
S -0.09 -1.21 -1.28
S 0.58 0.66 0.93
H -1.57 0.57 -0.62
H -1.69 -0.87 1.02
H 1.28 -0.84 -0.69
*
```

Output
Strongest force on any atom = 4.4 eV/A
Molar mass = 111.17 u
Kohn-Sham gap = 7.8 eV
Energy relative to the best compared isomer or geometry (same formula, charge and spin) = 251.1 kJ/mol
Lowest unoccupied orbital energy = 3.777 eV

Entry 3:
Formula: C3H2NOS2
Source: the OMol25 dataset
Level of theory: ωB97M-V with the def2-TZVPD basis set

```
! RIJCOSX wB97M-V def2-TZVPD def2/J DEFGRID3
* xyz -1 1
C -1.33 0.40 -0.54
C 1.00 -0.72 0.08
C 0.57 0.79 -1.51
N 1.41 0.00 -0.91
O -1.17 -1.51 1.36
S 0.71 1.81 -2.76
S -0.54 -0.26 0.81
H -1.70 1.41 -0.38
H 1.65 -1.40 0.59
*
```

Output
Strongest force on any atom = 4.8 eV/A
Molar mass = 132.19 u
Kohn-Sham gap (alpha / beta) = 6.1 / 6.1 eV
Energy relative to the best compared isomer or geometry (same formula, charge and spin) = 583.8 kJ/mol
Lowest unoccupied orbital energy (alpha / beta) = 2.808 / 2.808 eV